Here is a molecular structure, C48H57AlAsBrN2O5S at a distorted geometry from OMol25. Energies are from ωB97M-V with the def2-TZVPD basis set.

XYZ file:
```
116
Properties=species:S:1:pos:R:3:forces:R:3
Al -3.0301 -19.1968 -5.9371 -0.4072 0.5834 -0.4996
C -6.8763 -25.9211 -7.5158 -0.6578 -0.7930 -1.4602
C -7.2648 -24.6570 -8.2979 -0.5352 -1.0371 -1.0515
C -8.6826 -24.3065 -7.8780 -0.1394 -0.3929 -0.0762
C -7.2855 -25.0589 -9.8347 0.2967 1.2091 1.2065
C -6.4003 -23.4894 -7.9682 0.2547 -0.2895 0.7902
C -5.5447 -23.5580 -6.8782 -0.2839 0.5610 -0.7489
C -4.8870 -22.4033 -6.5484 0.8355 1.1378 0.5925
Br -3.7363 -22.5140 -5.0698 0.5391 0.0181 0.7121
C -4.9972 -21.1430 -7.1483 -0.8680 -0.5986 -0.8559
O -4.3194 -20.0665 -6.8610 0.6507 -0.5549 0.0373
C -5.9927 -21.1009 -8.1701 0.7639 1.5042 -0.6865
C -6.6125 -22.2449 -8.5639 -0.7349 -0.9392 -0.7937
C -6.2198 -19.7398 -8.8984 0.0924 -1.0588 -0.3238
C -4.9380 -19.4319 -9.7190 -1.1270 -1.0937 -0.6429
C -7.3800 -19.7682 -9.9470 0.3977 -1.3410 2.2897
C -6.5243 -18.7178 -7.8116 -0.4327 2.2620 -0.9185
H -7.7202 -26.6614 -7.6026 1.0093 0.4706 -0.0761
H -6.6970 -25.7814 -6.4848 -0.1754 0.4002 1.2003
H -5.9411 -26.3205 -7.9105 -0.1041 -0.3231 -0.1482
H -9.3777 -25.1005 -8.1578 -0.0726 0.0282 0.1351
H -9.0006 -23.3901 -8.3124 -0.3878 0.7624 -0.6783
H -8.7171 -24.1188 -6.8195 -0.0699 -0.2090 0.6601
H -7.9773 -25.8650 -9.9314 -0.4667 -0.6407 -0.3178
H -6.3157 -25.3452 -10.1811 0.7920 -0.5732 0.0631
H -7.5417 -24.2613 -10.5305 -0.4842 0.2749 0.3032
H -5.3667 -24.4088 -6.2387 -0.1009 -0.1354 -0.3445
H -7.3342 -22.2334 -9.3956 0.3795 0.2213 0.4461
H -4.8085 -20.3177 -10.3776 -0.0952 0.7498 -0.1549
H -4.0631 -19.4128 -9.1468 1.1569 0.1486 1.2068
H -4.9808 -18.4964 -10.2721 -0.2557 -0.0106 -0.2089
H -7.2521 -20.4720 -10.7401 0.3436 -0.5602 -0.5001
H -7.4042 -18.8138 -10.3447 -0.2747 1.9771 -0.9579
H -8.3293 -19.9839 -9.4600 -0.1740 0.0436 0.0454
H -5.5973 -18.3326 -7.3765 -0.2878 0.0764 -0.1933
H -7.1249 -19.1160 -7.0102 -0.3605 -0.3485 0.2425
H -7.1106 -17.8302 -8.2433 0.8324 -1.0944 0.5435
O -1.6564 -20.0090 -6.8604 0.3150 -0.3622 -0.4480
As 0.0257 -19.9243 -6.9223 -1.3265 1.2038 0.4724
C 0.7258 -18.5348 -5.7937 0.5495 0.0299 -0.6657
C 0.2746 -17.2382 -5.9732 0.2863 -0.5951 0.3297
C 0.7166 -16.2227 -5.1589 0.7274 -0.1792 -0.2546
C 1.7641 -16.4601 -4.3083 0.4401 -0.8833 1.2927
C 2.3243 -17.7533 -4.2134 -0.0852 1.6624 0.2965
C 1.8036 -18.7676 -4.9516 -0.5591 -1.4846 0.0074
C 0.6850 -21.6144 -6.4346 2.4712 -0.6704 -0.4360
C -0.1262 -22.4185 -5.6727 -1.4149 1.0371 0.4505
C 0.3539 -23.6009 -5.1529 -0.1652 -0.5547 0.1551
C 1.6505 -23.9856 -5.3783 0.4901 -0.0746 -0.6422
C 2.5361 -23.1707 -6.1039 -0.3550 0.0033 0.0451
C 2.0567 -21.9850 -6.6948 -1.2988 -0.9573 1.4753
C 0.4506 -19.4460 -8.6955 0.3818 -0.6677 -1.0586
C 1.5724 -18.6919 -8.9817 -0.3612 0.4146 0.1945
C 1.9819 -18.4909 -10.2752 1.2431 0.3415 -0.2200
C 1.3258 -19.1345 -11.3015 0.3259 0.4744 -1.2077
C 0.2101 -19.9041 -11.0834 -0.3970 0.1580 1.4343
C -0.2219 -20.0439 -9.7543 -0.9668 -0.9607 -0.2470
H -0.3989 -17.0086 -6.7365 -1.2337 0.2248 -0.9338
H 0.3084 -15.2494 -5.2625 -0.3784 0.7103 -0.0525
H 2.0667 -15.7100 -3.5793 0.1750 0.0097 -0.3859
H 3.1265 -17.9389 -3.5249 0.2346 -0.0370 0.1995
H 2.1383 -19.7926 -4.7966 0.1553 0.1738 -0.0770
H -1.1539 -22.0389 -5.4656 0.8935 -0.6186 -0.1442
H -0.2659 -24.2621 -4.5714 -0.3712 0.0436 0.0613
H 1.9649 -24.9891 -5.0888 0.1135 0.4162 0.2890
H 3.5672 -23.5555 -6.1114 -0.4080 0.6920 -0.6284
H 2.6923 -21.3582 -7.2730 0.4304 0.4365 -0.3798
H 2.0484 -18.1757 -8.1933 0.7058 0.4073 0.8112
H 2.8830 -17.8726 -10.4789 -0.8516 -0.4641 0.1371
H 1.6738 -18.9757 -12.3192 -0.0165 -0.0933 0.0934
H -0.3316 -20.3450 -11.9001 -0.1063 -0.2017 -0.0878
H -1.1031 -20.6678 -9.5220 0.4337 0.3838 -0.2292
C -4.5260 -13.6292 -4.1337 0.1237 -1.8653 -0.4346
N -3.3412 -14.4846 -4.1232 -0.2473 0.0669 0.4294
C -2.0445 -13.8723 -3.9612 -0.1659 -0.9071 0.7743
C -3.4282 -15.8283 -4.6127 0.8843 0.7257 -0.3858
C -3.0988 -16.0005 -6.0662 0.5881 -0.9483 -2.3185
C -2.8563 -14.8762 -6.8730 -0.8233 0.4310 0.2963
C -2.5181 -14.9065 -8.2312 -0.3126 0.9227 0.0270
C -2.3097 -16.1525 -8.7871 0.2066 1.2535 -1.7840
C -2.5305 -17.2615 -8.0257 -0.0746 -0.4384 0.6374
C -2.9292 -17.2893 -6.6783 -0.0477 0.2620 0.4193
H -4.1393 -12.6814 -3.8238 -0.5071 0.7914 0.4213
H -5.3080 -14.0806 -3.4407 0.7270 0.8848 -0.7493
H -4.9473 -13.5332 -5.1641 -0.0118 0.0811 0.6392
H -2.1805 -13.0661 -3.2349 0.4374 -0.0737 0.0989
H -1.6117 -13.4404 -4.8576 0.2097 0.1219 -0.4683
H -1.3348 -14.6530 -3.5672 -0.5477 0.8354 -0.2119
H -4.3851 -16.2143 -4.3622 -1.1236 -0.4046 0.0996
H -2.7171 -16.4590 -4.1040 0.3819 -0.2094 0.6385
H -3.0927 -13.9311 -6.4011 0.2425 0.2216 -0.1689
H -2.5186 -13.9654 -8.8609 0.2632 -1.1863 0.9857
H -2.0291 -16.2433 -9.8715 -0.2626 -0.0021 1.1868
H -2.3298 -18.1472 -8.5683 -0.0109 -1.2744 -0.1060
N -4.6434 -19.0047 -4.6826 -1.2690 0.2268 0.4128
H -4.4635 -18.6099 -3.7557 -0.0580 0.1462 -0.1367
H -5.0953 -19.9092 -4.5252 0.4725 -0.0486 0.0498
H -5.4089 -18.4991 -5.1674 0.8608 0.0243 0.3862
C -0.2487 -24.0145 0.1469 0.6524 0.3467 -0.9339
C -0.6575 -22.7700 -0.6675 0.0986 -1.3728 0.4013
C -1.8422 -22.7224 -1.3932 -0.7576 -0.4743 0.5147
C -2.2073 -21.5879 -2.1097 -0.7330 -0.4775 -0.3450
C -1.3443 -20.5106 -2.1789 1.0758 -0.4260 0.1803
C -0.0945 -20.6039 -1.5469 -0.5271 0.1750 -0.2293
C 0.2460 -21.7498 -0.8047 1.0103 1.4372 -0.3040
S -1.7161 -18.9839 -3.0208 0.8435 -1.1720 0.1672
O -0.5382 -18.1714 -2.8542 -0.5508 0.1611 -0.4076
O -2.9361 -18.5550 -2.4130 -1.0493 0.7740 0.1787
O -1.9363 -19.3724 -4.4723 0.4534 0.0699 1.1532
H 0.6380 -24.4331 -0.4130 -0.8679 0.0484 0.8156
H -1.0563 -24.7451 0.1733 0.1034 -0.0555 -0.0770
H 0.0590 -23.8101 1.1908 -0.1541 0.1577 -0.6392
H -2.5178 -23.6002 -1.3202 0.3452 0.7847 -0.1899
H -3.1760 -21.5858 -2.6228 0.4260 0.1710 0.2594
H 0.4836 -19.6908 -1.6970 0.5180 -0.6151 0.4083
H 1.2550 -21.8744 -0.3636 -0.7478 0.3774 -0.1744
```
Positions in Å, forces in eV/Å.

Output
DFT total energy, eV: -212235.6215
Energy above the lowest of the compared OMol25 structures with the same formula, charge and spin, eV: 0.000
LUMO, hartree: 0.0133
Charge: 0
HOMO, eV: -7.482

Löwdin atomic charge list, values in e, 8 entries: atom 1 (Al): -0.137, atom 2 (C): -0.065, atom 3 (C): -0.537, atom 4 (C): -0.053, atom 5 (C): -0.025, atom 6 (C): -0.188, atom 7 (C): -0.091, atom 8 (C): -0.546